{"formula": "C11H17NO2", "method": "ωB97M-V/def2-TZVPD", "species": ["C", "N", "O", "O", "C", "C", "C", "C", "C", "C", "C", "C", "C", "C", "H", "H", "H", "H", "H", "H", "H", "H", "H", "H", "H", "H", "H", "H", "H", "H", "H"], "coordinates": [[-2.235294, -1.664707, -0.940107], [-3.218492, -0.970748, -0.432517], [-4.151436, -0.592998, -1.110999], [-3.287780, -0.704919, 0.932736], [-2.554195, 0.480885, 1.348646], [-2.779485, 1.597168, 0.384234], [-1.992008, 1.812990, -0.660016], [-0.785594, 1.098147, -0.958308], [-0.340747, 0.245202, 0.163672], [1.088538, -0.160031, 0.198706], [1.180601, -1.461643, 0.920549], [2.000698, 0.928337, 0.772765], [1.637506, -0.270005, -1.301693], [-1.062104, 0.184449, 1.270238], [-2.244199, -1.894517, -1.925531], [-1.535197, -2.040142, -0.195137], [-2.880359, 0.770353, 2.265796], [-3.605385, 2.234283, 0.705519], [-2.166233, 2.860859, -1.032897], [-0.775427, 0.431309, -1.850286], [-0.088584, 1.817806, -1.255222], [1.069583, -1.320569, 1.985637], [2.204777, -2.027517, 0.771335], [0.435857, -2.273931, 0.738020], [1.844347, 1.017147, 1.850008], [3.048461, 0.757077, 0.505014], [1.612030, 1.903352, 0.186379], [2.535015, -0.921062, -1.443916], [1.936430, 0.669778, -1.798508], [0.872024, -0.687752, -2.145011], [-0.672684, -0.449790, 2.125538]], "forces_ev_per_angstrom": [[0.456, 0.258, 4.956], [0.613, -0.829, -1.534], [-1.508, 0.963, -0.180], [-0.216, -0.835, 0.876], [2.823, -0.204, -4.619], [-0.655, -0.014, 0.833], [-2.274, 3.140, 0.676], [-0.008, -2.039, -1.143], [0.396, 2.160, 1.136], [1.254, -0.674, -2.973], [2.268, -3.144, 0.488], [-1.539, 1.898, -1.191], [-1.136, -1.577, -2.465], [-0.668, -2.204, 2.183], [-0.193, -0.523, -2.699], [-0.109, 0.047, -0.660], [-1.103, 0.129, 2.769], [0.257, 0.230, -0.706], [0.283, -1.405, -0.640], [-0.718, 0.549, 0.274], [1.652, 1.116, -0.132], [0.309, 0.192, 0.421], [-1.713, 1.358, 0.273], [0.260, 0.950, -0.576], [0.167, 0.279, -0.101], [-0.205, 0.025, 0.224], [1.241, -1.780, 1.716], [-0.671, 0.327, 0.675], [-0.218, 0.035, 0.795], [1.470, 0.551, 2.286], [-0.513, 1.021, -0.961]], "energy_ev": -17261.2007, "de_lowest_kj_mol": 684.2, "fmax_ev_per_a": 5.42, "charge": 0, "smiles": "C=[N+]([O-])O[C@@H]1C=CCC(C(C)(C)C)=C1", "homo_lumo_gap_ha": [0.33681, 0.33683]}